# 1
ORCA calculation (ωB97M-V with the def2-TZVPD basis set) on a cluster of 2 separate species, H3OS in total.

Calculated values
E_tot ... -12932.666 eV
Orbital gap ... 7.151 eV
Charge ... -1

Each line ends with the Löwdin charge.
CARTESIAN COORDINATES (ANGSTROEM)
H: 0.75 0.73 0.68  -0.113
O: 1.40 1.25 1.21  -0.153
S: -0.69 -0.73 -0.63  -0.261
H: -1.69 0.08 -0.29  -0.476
H: 1.07 2.15 1.08  0.003

=====

# 2
ORCA calculation (ωB97M-V with the def2-TZVPD basis set) on an isolated molecule of H3PS2.

Calculated values
SMILES ... S=[PH2]S
E_tot ... -31007.489 eV
Orbital gap ... 9.197 eV

Each line ends with the Löwdin charge.
CARTESIAN COORDINATES (ANGSTROEM)
H: -0.16 0.62 -1.45  -0.073
H: 0.65 -1.75 0.73  -0.299
P: -0.63 0.16 -0.17  -0.084
S: -2.45 -0.52 -0.06  0.046
H: -0.51 1.39 0.67  -0.023
S: 1.08 -1.11 -0.21  0.433

=====

# 3
ORCA calculation (ωB97M-V with the def2-TZVPD basis set) on a structure of composition H40O24PPd.

Calculated values
E_tot ... -62567.248 eV
<S²> ... 2.004
Orbital gap (spin up / spin down) ... 8.249 / 8.646 eV
Charge ... -1
Spin multiplicity ... 3

Each line ends with the Löwdin spin population.
CARTESIAN COORDINATES (ANGSTROEM)
O: -1.08 -2.72 0.21  0.001
O: 1.11 -1.73 -3.92  0.001
O: -3.22 2.43 3.74  0.000
H: -1.83 -2.00 -2.66  0.000
H: 2.54 -1.37 -0.58  0.002
O: 3.06 -3.44 -0.35  0.001
H: 1.01 -0.17 -3.05  -0.001
H: 2.60 1.96 -3.12  0.001
O: 0.28 0.05 0.52  0.137
Pd: 1.36 1.19 -0.87  1.495
H: -2.44 0.60 4.31  0.000
H: -3.30 0.13 0.48  0.000
H: -2.88 3.33 3.78  0.000
O: -2.07 0.85 1.30  0.013
H: 0.13 2.32 3.54  0.000
H: 1.47 2.15 1.40  -0.001
H: -2.32 -0.17 3.01  0.000
H: -4.95 0.12 0.77  0.000
O: -2.32 0.96 -2.56  0.001
O: 2.78 -0.52 -0.95  0.049
H: 5.20 1.28 0.40  0.000
H: -1.00 4.58 2.01  0.000
H: -1.98 -2.65 0.57  0.000
H: -0.28 3.20 -1.99  -0.001
H: 2.22 -3.61 0.17  0.000
O: -0.63 2.13 -0.54  0.114
O: 0.03 2.17 1.87  -0.001
O: -4.76 -1.47 -1.99  0.000
O: 2.46 2.13 1.06  0.074
H: -0.49 0.45 -2.80  0.000
O: -2.17 -0.23 3.98  0.000
O: 0.01 3.59 -2.81  -0.002
P: -0.71 1.31 0.82  0.004
O: 0.47 -1.37 2.75  0.004
H: 3.15 -3.66 -2.63  0.000
H: 0.55 -0.60 2.16  0.001
H: 0.22 -1.55 -4.18  0.000
H: -4.45 -0.96 -1.18  0.000
H: 0.82 -3.25 2.01  0.000
H: 1.15 -2.61 -3.53  0.000
O: 2.46 2.49 -2.30  0.039
H: -0.66 4.42 3.47  0.000
O: 0.44 0.64 -2.98  0.067
O: -1.44 -2.80 -2.96  0.000
H: 0.01 -1.12 3.53  0.000
H: 1.76 3.14 -2.63  0.001
H: -2.55 1.99 3.14  0.000
H: -4.21 -2.25 -2.08  0.000
H: -0.66 -1.94 0.63  0.000
O: 2.87 -4.15 -3.43  0.000
O: -4.22 -0.16 0.20  0.000
H: 4.38 0.38 1.30  0.000
H: 3.68 -0.26 -0.70  0.000
H: -2.07 1.38 -1.67  0.000
O: -1.21 4.95 2.88  0.000
H: 0.31 -4.34 1.09  0.000
H: -1.26 -3.19 -2.09  0.000
H: 0.08 1.60 4.86  0.000
H: -3.03 0.34 -2.39  0.000
O: 1.07 -4.12 1.63  0.000
H: 2.66 2.98 0.64  0.000
H: -0.18 2.81 -3.39  0.000
H: 3.72 -3.53 0.38  0.000
H: 3.19 -5.01 -3.31  0.000
O: 0.17 2.51 4.51  0.000
O: 4.96 0.37 0.56  0.000

=====

# 4
ORCA calculation (ωB97M-V with the def2-TZVPD basis set) on a cluster of 20 separate species, H41O20 in total.

Calculated values
E_tot ... -41608.465 eV
Orbital gap ... 10.651 eV
Charge ... +1

Each line ends with the Löwdin charge.
CARTESIAN COORDINATES (ANGSTROEM)
O: -3.03 0.55 -0.91  -0.083
H: -0.06 -4.64 -1.40  -0.007
O: 0.05 -2.22 -0.55  0.161
H: -0.77 -0.57 -3.17  0.009
H: -1.45 0.39 1.09  0.019
H: -2.54 3.49 3.28  0.034
H: -0.32 -2.31 2.39  0.068
H: 2.49 1.66 -1.79  -0.007
H: 4.47 2.28 -1.87  0.077
O: -1.15 -2.34 1.75  -0.089
H: 1.19 -0.07 1.02  -0.001
O: 3.83 3.88 0.69  -0.063
H: 1.04 1.37 -2.20  -0.018
O: -0.29 -5.14 -2.18  -0.051
O: -0.56 0.61 0.73  -0.069
H: -1.59 0.42 3.00  0.064
H: 4.20 4.44 0.01  0.028
H: -3.29 4.21 -0.61  0.031
H: -4.58 -0.56 -2.72  0.019
H: -0.18 -6.00 -1.73  0.050
H: 0.08 2.01 -3.95  0.072
H: 0.94 -2.05 -0.15  0.111
H: 3.18 -0.99 4.84  0.066
H: -2.47 1.23 -1.26  0.018
H: -1.16 1.15 -3.85  0.074
H: 5.36 -1.55 2.18  0.011
O: 5.34 -0.65 1.91  -0.032
O: -3.88 -1.18 -2.98  -0.064
H: -5.50 1.88 -0.29  0.065
H: -1.81 -2.37 2.45  0.063
O: -2.98 3.89 -1.45  -0.036
H: 1.98 -0.55 5.56  0.073
O: -0.93 -1.31 -2.60  -0.018
O: 1.59 1.66 -1.48  -0.035
O: -3.09 3.15 2.58  -0.062
O: 4.46 1.37 -1.41  -0.094
H: 4.43 -0.40 1.72  0.015
H: -1.42 -1.90 -3.17  0.071
H: 3.98 -3.62 -0.25  0.019
H: -5.86 1.22 -1.57  0.049
O: -0.26 1.23 -3.52  -0.036
H: -2.88 0.92 3.22  0.048
O: -2.48 0.28 2.59  -0.078
H: 2.49 -0.01 0.23  0.064
H: 1.63 -1.75 2.64  0.053
H: -3.14 4.55 -2.11  0.027
H: -0.15 -1.29 -0.98  0.157
H: -0.68 -2.36 0.12  0.109
H: -3.43 -1.15 -2.12  0.002
H: 5.28 1.10 -1.90  0.079
H: 3.92 -3.67 -1.83  0.032
O: 1.32 -2.70 2.77  -0.071
H: 1.68 -2.82 3.65  0.046
H: -4.02 0.64 -1.02  0.032
O: -5.30 1.91 -1.23  -0.031
H: 2.92 4.17 0.47  0.044
O: 2.27 -0.66 4.62  -0.074
O: 1.79 -0.61 0.56  -0.037
H: -0.33 1.41 0.25  0.048
H: -3.92 3.58 2.95  0.077
O: 3.62 -3.24 -1.03  -0.031

=====

What are the F_max values for these records? In order: 0.463, 4.734, 2.748, 3.553 eV/Å.